{
  "formula": "C40H101N11O9",
  "method": "the ωB97M-V functional and the def2-TZVPD basis",
  "relative_energy_kcal_mol": 17.5,
  "lumo_energy_ev": 0.308,
  "e_tot_ev": -77932.5347,
  "multiplicity": 1,
  "smiles": "CC1(C)CCCC(C)(C)N1O.CC1(C)CCCC(C)(C)N1O.COC[C@H](C)N.COC[C@H](C)N.COC[C@H](C)N.COC[C@H](C)N.COC[C@H](C)N.NC(N)=O.NC(N)=O",
  "species": ["C", "C", "C", "O", "C", "N", "H", "H", "H", "H", "H", "H", "H", "H", "H", "H", "H", "C", "C", "C", "O", "C", "N", "H", "H", "H", "H", "H", "H", "H", "H", "H", "H", "H", "C", "C", "C", "O", "C", "N", "H", "H", "H", "H", "H", "H", "H", "H", "H", "H", "H", "C", "C", "C", "O", "C", "N", "H", "H", "H", "H", "H", "H", "H", "H", "H", "H", "H", "C", "C", "C", "O", "C", "N", "H", "H", "H", "H", "H", "H", "H", "H", "H", "H", "H", "C", "O", "N", "N", "H", "H", "H", "H", "C", "O", "N", "N", "H", "H", "H", "H", "C", "C", "C", "C", "C", "C", "N", "O", "C", "C", "C", "H", "H", "H", "H", "H", "H", "H", "H", "H", "H", "H", "H", "H", "H", "H", "H", "H", "H", "H", "C", "C", "C", "C", "C", "C", "N", "O", "C", "C", "C", "H", "H", "H", "H", "H", "H", "H", "H", "H", "H", "H", "H", "H", "H", "H", "H", "H", "H", "H"],
  "xyz": [[-1.7831, -1.1339, 4.6791], [-0.4467, -1.8256, 4.6389], [-0.2795, -3.0050, 5.5316], [-1.3708, -3.9102, 5.4631], [-1.0135, -5.2662, 5.7384], [-0.1116, -2.2051, 3.2777], [-2.6565, -1.6668, 4.3081], [-1.6364, -0.2342, 4.0611], [-1.9870, -0.9430, 5.7655], [0.2706, -1.1085, 5.0056], [-0.2502, -2.5368, 6.5254], [0.6063, -3.5093, 5.3983], [-1.9496, -5.8095, 5.9435], [-0.3738, -5.4354, 6.6370], [-0.5411, -5.5756, 4.8382], [0.8424, -2.5850, 3.2048], [-0.7793, -2.8843, 2.8693], [-0.1344, -4.4339, 0.8753], [1.2748, -4.8626, 0.4834], [2.3680, -4.6604, 1.4201], [2.5330, -3.3318, 1.7642], [3.3716, -3.2330, 2.8919], [1.2751, -6.3503, 0.3597], [-0.2453, -3.3403, 0.7352], [-0.3939, -4.6838, 1.9043], [-0.8871, -4.8923, 0.1468], [1.4745, -4.2763, -0.4588], [3.3537, -5.0422, 1.0712], [2.0505, -5.2248, 2.3766], [2.8017, -3.5381, 3.7861], [3.6308, -2.1643, 3.0047], [4.3069, -3.8052, 2.7182], [0.6001, -6.5460, -0.3745], [2.1812, -6.6519, 0.0361], [-1.2929, 4.5267, -0.2968], [-2.4450, 4.2227, 0.6195], [-3.5401, 3.3651, 0.1055], [-4.2101, 3.9781, -0.9995], [-5.3418, 3.1843, -1.4267], [-2.0293, 3.5705, 1.8739], [-0.8129, 3.6144, -0.7358], [-0.4770, 5.0285, 0.2753], [-1.5414, 5.1958, -1.1430], [-2.9685, 5.2201, 0.8225], [-4.2826, 3.1629, 0.8783], [-3.0379, 2.4274, -0.1767], [-6.0071, 3.1804, -0.5604], [-4.9511, 2.2123, -1.7170], [-5.8076, 3.7172, -2.2313], [-2.7674, 3.6068, 2.5959], [-1.3379, 4.1386, 2.3667], [1.9935, 3.6169, -5.2834], [1.6668, 4.1051, -3.9101], [2.8639, 5.0006, -3.5913], [2.7883, 5.4852, -2.2584], [3.2979, 4.4746, -1.4471], [0.3564, 4.7331, -3.7365], [2.4306, 4.3752, -5.9174], [1.1467, 3.1633, -5.8076], [2.7345, 2.8424, -5.2113], [1.7667, 3.2295, -3.2759], [2.7728, 5.8748, -4.2627], [3.7465, 4.4521, -3.8375], [2.6300, 3.6221, -1.6100], [3.1569, 4.7886, -0.4578], [4.3240, 4.2908, -1.6820], [-0.4111, 4.0508, -3.9041], [0.2389, 4.9651, -2.7377], [1.0697, 4.9231, 3.6109], [0.7826, 3.3744, 3.5861], [1.9848, 2.6486, 4.0744], [3.1051, 3.0180, 3.3033], [3.2595, 2.3178, 2.0555], [-0.3932, 3.1968, 4.4438], [0.1547, 5.4758, 3.6069], [1.6452, 5.1443, 2.7396], [1.6038, 5.2368, 4.5186], [0.5486, 2.9739, 2.6552], [1.8273, 1.5270, 4.0123], [2.2818, 2.9509, 5.0919], [3.3119, 1.2025, 2.2351], [4.2059, 2.5555, 1.6406], [2.4203, 2.6263, 1.3985], [-0.7852, 2.2278, 4.3691], [-0.2695, 3.4465, 5.4226], [-2.0352, 1.6836, -3.8450], [-1.7573, 0.7677, -4.6241], [-2.8235, 2.8419, -4.1857], [-1.4348, 1.8577, -2.6597], [-3.6625, 2.6548, -4.7422], [-3.0667, 3.5892, -3.4805], [-1.4641, 2.7844, -2.2353], [-0.8623, 1.1022, -2.2943], [0.5087, 0.3629, 0.6241], [0.3035, 0.9260, -0.4233], [-0.1021, 0.6566, 1.8711], [1.3769, -0.6662, 0.8205], [-0.9014, 1.2308, 1.9046], [-0.1722, -0.1720, 2.4589], [1.9153, -1.0166, 0.0395], [1.3013, -1.1849, 1.6787], [6.0270, -1.6274, -1.6786], [4.8159, -0.8287, -1.1258], [4.7541, 0.6486, -1.4992], [4.3170, 0.8819, -2.8918], [3.0242, 0.2434, -3.2233], [2.9332, -1.2348, -2.7874], [3.4994, -1.3530, -1.4537], [3.4912, -2.7439, -1.0306], [1.4981, -1.7427, -2.8533], [3.6599, -2.1029, -3.8082], [4.9974, -0.8886, 0.3706], [6.0830, -1.3315, -2.6886], [6.9378, -1.3971, -1.0585], [5.7544, -2.7165, -1.5895], [4.0379, 1.1227, -0.7804], [5.7687, 1.0684, -1.2930], [4.3006, 1.9300, -3.2241], [5.0855, 0.5126, -3.5415], [2.7015, 0.3287, -4.2731], [2.2368, 0.7240, -2.6612], [1.1248, -1.3758, -3.8270], [0.7490, -1.3988, -2.1021], [1.3191, -2.8045, -2.9648], [4.6108, -1.6537, -4.1212], [3.0889, -2.1799, -4.7165], [3.9391, -3.0722, -3.3469], [5.1452, -1.8884, 0.7042], [5.8550, -0.2189, 0.5151], [4.0842, -0.4357, 0.8209], [3.1878, -2.6540, -0.0889], [-6.8192, -2.4485, -2.1531], [-5.2981, -2.3230, -1.7544], [-4.4536, -1.5256, -2.6946], [-3.0835, -1.1301, -2.2072], [-3.2383, -0.4297, -0.8427], [-3.9872, -1.2471, 0.1612], [-5.2520, -1.6408, -0.4643], [-6.0621, -2.3544, 0.4983], [-3.1576, -2.2963, 0.9286], [-4.3375, -0.2564, 1.2771], [-4.6764, -3.7726, -1.7293], [-7.3352, -3.2157, -1.5413], [-6.8358, -2.7806, -3.1803], [-7.3413, -1.4932, -2.0837], [-4.3753, -2.0212, -3.6440], [-5.0190, -0.5919, -2.8878], [-2.5105, -0.5049, -2.8482], [-2.4075, -1.9313, -2.0784], [-3.7218, 0.5343, -1.0318], [-2.2009, -0.3503, -0.5181], [-3.8507, -2.5481, 1.7709], [-2.9075, -3.1591, 0.2747], [-2.2286, -1.8291, 1.2768], [-3.4603, 0.3276, 1.6286], [-5.0164, 0.4606, 0.8300], [-4.8733, -0.6696, 2.1426], [-5.0598, -4.3722, -2.5468], [-4.9754, -4.3799, -0.8836], [-3.5724, -3.6681, -1.6965], [-5.6015, -3.2086, 0.5986]],
  "forces_ev_per_angstrom": [[-0.1, 0.4, 1.1], [0.0, -1.3, -1.2], [-2.8, 1.1, 2.2], [0.0, 0.2, 0.4], [-0.7, 0.6, 0.8], [0.3, 0.1, -1.3], [0.3, -0.4, -0.2], [-0.5, 0.0, 0.6], [0.0, 0.5, -1.0], [0.5, 0.4, -0.1], [0.0, -0.5, 0.5], [2.3, -1.1, -0.6], [0.4, 0.2, -0.4], [-0.2, 0.5, -0.6], [0.6, -1.1, -0.6], [-0.8, 0.0, 0.0], [0.6, 0.6, 0.6], [-0.6, 0.5, -0.8], [-1.0, -0.7, -2.0], [0.3, -0.9, 2.8], [0.2, 1.4, 0.0], [0.4, 1.0, 0.0], [-0.7, 0.9, -0.7], [0.1, -0.5, 0.2], [-0.1, -0.3, -0.1], [1.0, 0.4, 1.1], [0.1, -0.9, 0.4], [-0.6, -0.2, 0.0], [0.7, 0.4, -1.2], [0.5, -0.3, -0.1], [0.0, -0.5, 0.0], [-0.5, 0.1, 0.4], [0.2, -0.5, 0.1], [0.2, -0.2, -0.2], [1.5, -0.3, -0.6], [-1.4, 2.3, 1.5], [-0.2, -0.6, -1.4], [0.3, -0.3, -0.2], [1.4, 0.9, 1.3], [0.3, 0.5, 0.9], [-0.4, 0.5, 0.6], [-0.6, -0.2, -0.3], [-0.2, -0.3, 0.5], [0.8, -0.8, -0.1], [0.0, -0.1, 0.3], [-0.5, -0.2, -0.2], [-0.3, -0.6, -0.2], [-0.5, -0.3, -0.1], [-0.2, 0.1, -0.5], [0.0, -0.2, -0.9], [0.2, -0.2, -0.5], [-0.9, -0.6, -1.1], [0.5, -0.4, 0.3], [-2.7, 1.8, -0.1], [0.7, 0.5, -1.0], [-1.5, -0.3, -0.4], [-0.5, -0.2, 0.5], [-0.1, 0.5, -0.3], [0.0, 0.2, 0.1], [0.5, -0.5, 0.1], [-0.2, -0.4, 0.4], [0.2, -0.2, 0.3], [1.0, -0.3, 0.2], [0.7, -0.6, 0.4], [0.2, 0.4, 1.6], [0.8, -0.5, 0.0], [0.9, 0.5, -0.2], [0.3, 0.1, -0.7], [0.1, -1.5, 0.0], [-0.4, 2.4, 3.1], [1.1, -1.2, 0.1], [1.2, -0.5, -0.8], [-1.4, -0.7, 1.3], [-1.1, -1.6, -0.3], [-0.7, 0.3, -0.2], [0.6, 0.6, -0.4], [0.1, -0.3, -0.3], [-0.6, -0.2, -1.9], [0.1, 0.9, 0.3], [-0.5, -0.2, -0.1], [-0.6, 1.0, -0.2], [0.8, 0.7, -0.4], [0.5, -0.6, -0.1], [0.6, 1.2, 0.3], [0.3, -0.2, -0.3], [0.4, 1.4, -1.5], [-1.3, 0.8, 0.9], [-0.9, 0.0, 0.3], [0.2, -0.1, 0.8], [0.8, -0.1, 0.0], [0.6, -1.6, -0.6], [0.0, -1.0, 0.1], [0.2, 0.7, 0.1], [-0.5, -0.7, 2.4], [0.0, 0.7, -0.8], [1.1, -0.8, -0.7], [0.2, 0.0, -0.6], [-1.0, 1.0, -0.5], [0.0, 0.1, 0.0], [0.0, 0.1, -0.1], [0.1, -0.2, -0.2], [-0.9, -0.4, 1.2], [0.4, -0.2, 0.1], [0.6, 0.7, 1.5], [0.8, 0.9, -1.6], [-1.7, -0.8, 0.4], [0.4, -0.8, -0.9], [-0.5, -0.8, 1.1], [-0.7, 0.6, 0.8], [-1.7, 0.9, -0.4], [1.7, -0.2, 0.3], [-1.0, 1.8, 0.0], [1.0, -0.1, -1.3], [-0.8, -0.2, -0.9], [0.5, 1.1, -0.2], [0.5, -0.2, -0.5], [-0.7, -0.1, -0.2], [-0.2, 0.1, 0.6], [0.6, -0.6, -0.6], [0.4, -0.1, 0.2], [-0.4, 0.5, 0.3], [-0.1, 0.1, 0.4], [0.9, 0.2, -0.2], [0.7, -0.5, 0.4], [-0.1, 0.0, 0.1], [-0.4, -0.4, -0.3], [-0.5, 0.3, -0.6], [0.4, -0.7, 0.5], [-0.1, -0.5, 0.8], [0.7, -0.3, 0.1], [0.3, -0.4, -1.0], [1.1, -0.2, 0.3], [-0.5, -1.9, 0.9], [-0.5, 1.6, -1.3], [-0.9, 0.4, 1.6], [1.3, -0.7, -1.7], [-0.2, 0.9, 1.3], [-0.7, -0.3, 1.0], [0.8, 0.0, -0.5], [-0.8, -0.7, -0.9], [-0.5, 1.0, 0.3], [0.1, 0.7, 0.4], [0.4, 0.6, -0.3], [-0.1, -0.1, -0.5], [0.1, 0.0, 0.1], [-0.1, -0.4, -0.6], [0.2, -0.2, -0.1], [-0.2, 0.6, -0.9], [0.5, -1.5, 0.2], [0.2, -0.1, 0.4], [-0.1, 0.8, 0.5], [1.1, -0.4, -0.5], [-0.1, 0.2, 0.7], [-0.3, -0.1, 0.1], [-0.3, -0.5, -0.2], [-0.2, 0.4, 0.0], [0.3, -0.2, -0.3], [0.4, 0.2, -0.6], [-0.1, 0.1, 0.6], [-0.7, -0.5, -0.4], [-0.3, 0.2, 0.1]]
}